# 1
Computed, not measured: an isolated molecule of C24H33N3O5 in a non-equilibrium geometry, with ωB97M-V with the def2-TZVPD basis set.

Calculated values
SMILES	CC[C@@H](C)[C@H](NC(=O)[C@H]1CC(=O)N(c2ccc3c(c2)OCO3)C1)C(=O)NC1CCCCC1
LUMO	0.0215	Ha
gap between HOMO and LUMO	8.41	eV
M	443.544	u
energy	-40133.603	eV
largest force on an atom	1.3	eV Å⁻¹

Structure (XYZ):
```
65
C24H33N3O5 ωB97M-V with the def2-TZVPD basis set
C 0.081 1.483 -0.983
H -1.367 1.987 -3.230
H -0.819 -0.361 -2.933
H -0.572 5.602 -3.569
H 0.795 -4.502 -1.421
O 1.937 -0.937 -1.550
H -1.633 -1.346 -1.215
C -3.257 -1.680 3.442
C 2.095 2.466 1.884
H 2.025 1.230 -0.487
H 1.985 -3.228 -1.098
H 0.757 0.290 2.987
H 4.435 -0.048 2.312
H -0.102 3.766 -2.043
C 1.013 0.195 1.930
H 1.063 2.004 -5.090
H 0.252 -0.428 1.462
H -0.120 0.699 -5.035
C 3.465 1.800 1.770
C 0.362 -3.319 0.310
C -1.809 -3.269 2.333
C -0.798 4.589 -3.891
C 2.382 -0.462 1.791
H 2.607 -0.628 0.736
H -1.947 -3.069 -1.501
O -2.926 -3.643 4.503
H 0.006 2.050 1.484
C -2.609 -2.915 3.388
C 0.026 1.763 -4.864
C -1.198 -2.345 -1.151
N 0.138 -0.179 -2.670
H -1.302 -4.217 2.305
H -0.615 2.308 -5.551
O 0.875 -3.713 1.328
H -4.745 -3.336 5.420
C 0.835 -1.137 -2.017
H -2.151 -0.358 0.590
N 1.122 1.522 -0.145
H -0.065 -2.844 -2.957
H 2.360 -1.439 2.275
H 4.213 2.434 2.251
H 1.108 3.764 -3.329
C 3.455 0.419 2.422
O -3.993 -1.603 4.597
C 0.984 1.591 1.299
C -2.296 -1.096 1.364
H 3.750 1.701 0.720
H -3.603 0.202 2.482
N -0.824 -2.652 0.214
C -1.655 -2.329 1.305
C 0.051 3.593 -3.110
H 1.869 2.643 2.937
C 0.468 1.224 -2.454
C -0.297 2.132 -3.418
H -1.855 4.403 -3.718
O -1.087 1.571 -0.647
H 2.105 3.433 1.374
H -3.320 -2.629 6.253
C 0.923 -3.469 -1.097
H 3.253 0.526 3.490
C 0.115 -2.487 -1.940
C -3.113 -0.755 2.439
H -0.603 4.523 -4.958
C -3.780 -2.824 5.271
H 1.547 1.336 -2.596
```

# 2
Computed, not measured: a structure of composition C27H33BrClFN6O8PV in a non-equilibrium geometry, with ωB97M-V with the def2-TZVPD basis set.

Calculated values
total charge	+2
LUMO (spin up / spin down)	-0.1856 / -0.1806	Ha
gap between HOMO and LUMO (spin up / spin down)	8.19 / 8.35	eV
M	785.868	u
expectation value of S²	2.01
energy	-174099.654	eV
largest force on an atom	3.6	eV Å⁻¹
multiplicity	3

Structure (XYZ):
```
79
C27H33BrClFN6O8PV ωB97M-V with the def2-TZVPD basis set
H -2.634 2.347 -5.506
N 0.176 -2.091 -1.690
C 0.793 3.779 0.336
N -3.744 2.688 -3.767
H 0.440 -1.683 -3.704
H 6.493 -0.590 5.009
Br -0.137 -5.652 0.301
N -1.345 2.742 0.911
Cl 0.965 0.933 -2.904
H 0.493 -4.044 -4.393
C -4.020 0.264 -2.200
O -0.350 1.120 -3.653
H -5.817 2.675 -3.783
C 1.035 0.458 5.883
H 5.316 0.588 4.415
O 3.264 -2.455 -0.485
P -2.279 0.660 -2.800
H 4.029 0.536 6.311
H 0.849 4.175 -0.680
C 0.318 -2.468 -2.971
H 0.498 4.565 1.026
C -2.560 -0.026 -4.481
F -1.156 1.208 5.488
O 2.208 -0.507 -0.822
H -1.914 1.913 0.993
H -4.383 2.498 -5.751
H -2.751 2.857 -1.918
H 4.467 -1.882 1.990
N -3.740 0.633 -5.053
C 4.597 -1.461 4.486
C 0.056 -4.393 -1.074
H -5.074 2.736 -2.162
H 0.269 -5.830 -2.655
C 1.283 -0.714 1.833
O 0.145 1.577 -0.260
H -6.027 0.573 -2.688
O 1.823 0.181 -3.776
C 2.540 -1.185 1.400
H 6.132 -0.496 3.289
H -1.705 0.126 -5.132
H 3.470 -2.456 6.019
O 1.485 2.244 -2.618
N -5.110 0.812 -3.070
C 0.002 0.233 3.713
C 0.351 -3.792 -3.352
C -4.979 0.242 -4.489
H -4.158 0.655 -1.192
O -1.559 -0.038 -1.656
H -1.565 3.541 1.484
C 3.539 -1.423 2.309
H 4.946 -2.439 4.151
H 1.787 3.409 0.583
H 4.993 -1.762 6.559
C -2.562 2.465 -2.921
N 3.432 -1.142 3.605
C 2.196 -0.126 5.442
H 0.942 0.786 6.911
C -3.611 2.090 -5.099
C -0.044 0.631 5.013
C 2.275 -0.543 4.092
H -0.085 -2.720 0.262
H -5.069 -0.840 -4.413
C 2.730 -1.479 -0.044
H -1.705 2.980 -3.345
V 0.477 -0.130 -1.016
C -0.154 2.631 0.326
C 1.184 -0.352 3.229
H 3.030 -0.420 7.386
C 4.125 -1.586 5.925
H -4.128 -0.821 -2.157
H -2.744 -1.099 -4.386
C 0.041 -3.048 -0.760
H -0.849 0.342 3.059
O 0.265 -0.642 1.068
H -5.813 0.647 -5.061
C 5.696 -0.425 4.285
C 3.371 -0.336 6.355
C -4.981 2.337 -3.171
C 0.227 -4.782 -2.390
```

# 3
Computed, not measured: a cluster of 3 separate species, C4H8O2 in total, with ωB97M-V with the def2-TZVPD basis set.

Calculated values
SMILES	C=C.C=O.C=O
LUMO	0.0173	Ha
gap between HOMO and LUMO	10.06	eV
M	88.106	u
energy	-8369.710	eV
largest force on an atom	0.6	eV Å⁻¹

Structure (XYZ):
```
14
C4H8O2 ωB97M-V with the def2-TZVPD basis set
O -1.265 1.175 -1.459
C -0.018 -1.593 0.450
C -1.071 1.612 -0.348
H -1.845 2.185 0.200
C -0.900 -0.787 1.028
H -0.216 -2.064 -0.510
H -0.115 1.463 0.175
O 1.839 1.049 -0.047
H -1.872 -0.598 0.581
H 2.356 -0.813 -0.616
H -0.677 -0.271 1.959
C 1.716 0.078 -0.757
H 0.974 0.026 -1.573
H 0.937 -1.807 0.920
```

# 4
Computed, not measured: a structure of composition C19H56CuF3O13S in a non-equilibrium geometry, with ωB97M-V with the def2-TZVPD basis set.

Calculated values
LUMO	0.0187	Ha
gap between HOMO and LUMO	9.33	eV
M	645.251	u
energy	-110854.451	eV
largest force on an atom	4.3	eV Å⁻¹

Structure (XYZ):
```
93
C19H56CuF3O13S ωB97M-V with the def2-TZVPD basis set
C 0.217 -2.896 -3.548
H -0.627 3.251 0.260
H 0.573 2.527 -3.015
C 5.367 2.311 -1.044
C -2.923 -0.568 -1.436
C -1.745 4.690 1.208
H 1.429 2.677 -0.852
H -2.892 -1.630 -3.312
H -1.381 1.874 1.680
H -0.587 -7.097 -1.869
O -1.317 3.368 0.951
H -0.693 -3.751 -2.056
H 1.080 1.930 4.196
H -1.786 -3.686 2.014
O 1.846 -2.992 -0.511
H 1.149 1.174 2.618
H -2.687 1.645 4.503
H 4.370 1.077 0.569
H 5.169 3.251 -1.475
H 2.827 0.878 -0.769
H -3.103 0.053 -3.499
H -0.355 -5.809 -3.122
H -4.492 -1.010 -3.029
H -2.270 -2.667 3.468
H 4.851 3.639 1.401
H -3.468 1.532 -1.451
S 1.540 -1.995 0.451
H -0.781 0.269 3.880
H 1.471 -4.929 -1.666
O 1.943 -0.640 0.118
O -3.211 -2.231 1.630
C -1.695 2.065 4.374
O 0.640 3.245 -1.067
H -1.126 -1.526 -1.637
H -3.321 -3.920 2.882
C 0.744 -5.609 -1.307
C 0.136 -6.414 -2.388
H 0.924 -6.995 -2.873
O -0.269 -4.830 -0.742
H 0.381 -1.870 -3.917
H -0.696 1.799 -1.863
F 3.926 -2.507 1.469
C 0.576 1.866 3.242
H -3.254 0.631 2.539
H 5.416 1.423 -1.659
H 0.121 -4.127 -0.232
H 0.531 2.859 2.766
H 6.292 2.374 -0.434
H 3.882 6.412 -3.946
H 5.094 5.050 -4.352
H -1.977 2.997 3.937
H -6.066 0.902 2.742
O -1.357 1.011 2.114
O -0.919 -2.962 -2.646
H -0.798 3.434 -2.611
O -4.157 0.318 2.639
H -2.124 5.181 0.324
Cu -1.522 -0.770 1.151
H 1.829 -5.632 0.519
H -2.719 0.867 -0.019
H -5.083 1.883 3.721
C 4.259 2.014 -0.020
H -3.856 -1.602 2.074
H 1.081 -3.198 -2.956
H -1.144 2.256 5.312
H -0.857 5.232 1.530
O 0.186 -2.121 1.107
H 3.272 2.884 1.723
H 3.497 4.008 0.302
H 3.002 4.154 -2.885
H 0.037 -3.577 -4.400
O -1.535 -0.657 -1.327
F 2.416 -1.813 2.901
H -2.499 4.709 1.934
O 3.833 4.651 -2.821
H 2.217 -6.903 -0.601
C 1.363 -6.394 -0.181
C -3.419 -0.842 -2.842
C -0.814 1.264 3.442
C -5.080 1.397 2.788
H 0.776 -7.166 0.274
H 3.438 4.870 -4.807
C 2.629 -2.572 1.830
H -3.392 -1.431 -0.828
H -5.029 2.132 1.981
O 2.996 1.824 -0.788
C -2.616 -3.200 2.577
F 2.305 -3.792 2.092
C 3.949 3.186 0.926
H -4.432 0.571 -0.308
C -3.441 0.681 -0.765
C -0.121 2.703 -2.215
C 4.058 5.332 -4.070
```

# 5
Computed, not measured: a structure of composition C12H22MgN3O5P in a non-equilibrium geometry, with ωB97M-V with the def2-TZVPD basis set.

Calculated values
total charge	+2
LUMO (spin up / spin down)	-0.3101 / -0.3428	Ha
gap between HOMO and LUMO (spin up / spin down)	5.91 / 5.03	eV
M	343.603	u
energy	-42221.895	eV
largest force on an atom	4.9	eV Å⁻¹

Structure (XYZ):
```
44
C12H22MgN3O5P ωB97M-V with the def2-TZVPD basis set
O -0.614 0.046 -3.645
C -0.834 -5.649 1.202
C -0.404 2.251 -0.116
H -1.372 -5.237 2.062
C -1.976 -3.604 -2.094
H -2.713 -1.700 2.162
H 0.563 -5.555 -1.209
C -2.479 -2.773 2.164
H -2.708 -4.108 -1.446
H 1.276 -6.370 0.212
H -0.287 -6.547 1.534
H -2.748 -3.176 3.154
C 1.121 -2.072 0.290
C -0.220 -2.938 3.069
H -1.937 1.876 1.353
H 0.845 -3.039 2.834
P -0.524 -3.061 0.211
H 0.108 -3.689 -3.442
H -1.952 -4.145 -3.056
O 2.660 0.842 -0.838
H 1.989 -4.846 -0.365
O 1.338 0.412 3.042
O 2.225 -2.389 0.596
H -0.357 -1.966 3.576
H -3.108 -3.280 1.415
H -0.176 2.495 -1.163
O -1.496 -1.805 -0.101
H -0.490 -3.720 3.806
Mg -0.499 -0.111 0.008
C -1.646 1.848 0.289
C -0.468 0.091 -2.509
N 0.137 -4.702 0.669
H -2.323 -2.577 -2.311
C 0.383 -3.253 -2.464
N -1.087 -3.053 1.903
N -0.645 -3.636 -1.500
H 0.352 2.620 0.589
C 1.721 0.239 -0.562
C 1.047 -5.386 -0.231
H 1.374 -3.652 -2.208
H -2.481 1.752 -0.427
H 0.456 -2.161 -2.615
C 0.711 0.227 2.099
H -1.564 -5.972 0.434
```

# 6
Computed, not measured: a cluster of 2 separate species, C5H9NO2 in total, with ωB97M-V with the def2-TZVPD basis set.

Calculated values
LUMO	0.0265	Ha
gap between HOMO and LUMO	8.31	eV
M	115.132	u
energy	-10912.347	eV
largest force on an atom	0.5	eV Å⁻¹

Structure (XYZ):
```
17
C5H9NO2 ωB97M-V with the def2-TZVPD basis set
O 1.517 0.924 0.863
O -2.476 1.195 0.047
H 0.834 0.036 -1.633
H 1.553 -2.141 0.262
C 0.267 1.083 0.166
H -0.502 1.188 -1.843
H -0.214 2.006 0.492
C 0.445 1.014 -1.330
C -1.790 0.305 0.413
N 0.554 -2.057 0.151
H 2.006 1.755 0.814
C -0.116 -1.123 0.827
H 0.441 -0.686 1.642
C -1.539 -0.984 0.699
H -2.273 -1.781 0.764
H 0.132 -2.501 -0.650
H 1.161 1.767 -1.687
```